DFT (wB97M-V/def2-TZVPD) results for a structure of composition C24H50Cl10F6NO11S2V.

Computed properties:
net charge: +1
2S+1: 2
lowest unoccupied orbital energy (alpha / beta): -6.2 / -5.8 eV
orbital gap (alpha / beta): 0.1847 / 0.1964 Eh
HOMO (alpha / beta): -11.182 / -11.182 eV

The geometry in XYZ format:
```
105
C24H50Cl10F6NO11S2V | the Open Molecules 2025 dataset | wB97M-V/def2-TZVPD
O 26.207 -0.237 -3.000
V 25.921 0.676 -1.812
C 24.168 1.610 -5.485
F 23.963 0.232 -5.366
F 25.395 1.834 -5.882
F 23.160 2.056 -6.178
S 24.130 2.393 -3.669
O 23.428 3.692 -3.855
O 23.475 1.456 -2.842
N 25.725 2.354 -3.007
S 26.146 3.799 -3.415
O 25.997 4.166 -4.842
O 25.677 4.763 -2.423
C 28.029 3.814 -3.179
F 28.367 3.828 -1.885
F 28.622 2.738 -3.703
F 28.631 4.908 -3.736
C 18.758 1.410 -6.819
O 19.220 1.332 -5.509
C 19.441 0.023 -5.076
C 19.804 0.011 -3.552
O 18.698 0.428 -2.775
C 18.833 0.388 -1.335
H 18.892 2.428 -7.186
H 17.719 1.137 -7.001
H 19.465 0.799 -7.379
H 20.285 -0.308 -5.682
H 18.627 -0.668 -5.297
H 20.745 0.503 -3.307
H 19.941 -1.048 -3.329
H 18.960 -0.646 -1.014
H 17.917 0.714 -0.843
H 19.715 0.943 -1.015
C 23.542 4.771 -7.500
O 22.719 4.390 -8.532
C 21.402 4.932 -8.419
C 20.550 4.811 -9.715
O 21.210 5.415 -10.861
C 20.618 5.128 -12.109
H 23.592 5.859 -7.544
H 24.437 4.152 -7.548
H 23.048 4.582 -6.547
H 21.461 6.013 -8.295
H 20.883 4.505 -7.561
H 19.548 5.240 -9.685
H 20.440 3.751 -9.944
H 19.654 5.627 -12.212
H 20.587 4.072 -12.378
H 21.150 5.483 -12.992
C 28.987 -0.517 -1.884
O 28.133 0.508 -1.330
C 28.197 0.612 0.126
C 27.541 1.915 0.561
O 26.294 1.942 -0.095
C 25.515 3.077 0.185
H 29.071 -0.592 -2.968
H 28.602 -1.510 -1.650
H 30.041 -0.473 -1.609
H 29.231 0.596 0.472
H 27.654 -0.202 0.607
H 28.200 2.715 0.225
H 27.547 2.000 1.648
H 24.663 3.136 -0.492
H 26.157 3.940 0.012
H 25.091 3.136 1.188
Cl 19.429 5.381 -2.007
C 20.373 4.189 -2.921
C 20.354 4.395 -4.425
Cl 20.972 6.087 -4.934
H 19.954 3.253 -2.551
H 21.411 4.287 -2.603
H 19.347 4.221 -4.803
H 20.976 3.661 -4.937
Cl 22.597 1.598 -12.746
C 22.834 1.655 -10.948
C 24.255 1.207 -10.480
Cl 24.406 1.252 -8.726
H 22.178 0.878 -10.557
H 22.540 2.637 -10.576
H 25.043 1.870 -10.837
H 24.353 0.199 -10.884
Cl 31.444 5.406 -0.872
C 31.767 4.729 -2.473
C 32.654 3.466 -2.493
Cl 31.697 2.106 -1.806
H 32.251 5.518 -3.049
H 30.808 4.549 -2.958
H 33.531 3.569 -1.854
H 32.945 3.131 -3.489
Cl 26.885 -1.172 -6.196
C 26.367 -2.340 -7.497
C 24.971 -2.814 -7.215
Cl 24.863 -3.740 -5.697
H 27.069 -3.174 -7.457
H 26.511 -1.810 -8.438
H 24.576 -3.469 -7.992
H 24.389 -1.901 -7.085
Cl 28.472 4.482 -9.235
C 27.275 3.317 -8.678
C 27.889 1.914 -8.450
Cl 28.830 1.883 -6.920
H 26.501 3.214 -9.439
H 26.715 3.682 -7.817
H 28.627 1.731 -9.231
H 27.202 1.067 -8.447
```

Atom charges from the Löwdin analysis, given in e for atoms 1 to 2:
1 O -0.176
2 V 1.193


DFT (wB97M-V/def2-TZVPD) results for a structure of composition C24H50Cl2O4P2Si2Tc.

Computed properties:
net charge: 0
2S+1: 4
lowest unoccupied orbital energy (alpha / beta): -0.7 / -1.3 eV
orbital gap (alpha / beta): 0.2448 / 0.2218 Eh
HOMO (alpha / beta): -7.381 / -7.381 eV
energy relative to the best compared isomer or geometry (same formula, charge and spin): 1.6 kcal per mole

The geometry in XYZ format:
```
85
C24H50Cl2O4P2Si2Tc | the Open Molecules 2025 dataset | wB97M-V/def2-TZVPD
Tc 0.109 -0.163 -0.059
C 2.061 -0.216 -2.440
C 1.279 -1.354 -2.108
C -0.127 -0.914 -1.985
Si 1.899 -2.961 -1.378
C -0.100 0.521 -2.027
C 1.282 0.952 -2.268
Si 1.912 2.665 -1.816
H 3.140 -0.235 -2.608
H -0.937 -1.560 -2.246
H -0.936 1.158 -2.268
Cl -2.864 -0.321 0.106
C 3.782 2.521 -1.715
C 1.455 3.790 -3.227
C 3.774 -2.782 -1.252
C 1.467 -4.301 -2.571
H 2.097 3.501 -4.070
H 1.650 4.843 -2.989
H 0.415 3.678 -3.550
H 4.082 1.925 -0.841
H 4.255 3.514 -1.656
H 4.143 2.014 -2.623
H 2.071 -4.119 -3.465
H 0.420 -4.275 -2.874
H 1.709 -5.297 -2.194
H 4.152 -2.441 -2.230
H 4.255 -3.745 -1.011
H 4.059 -2.034 -0.494
C 1.246 3.238 -0.149
C 1.219 -3.276 0.362
P -0.439 2.691 0.239
H 1.297 4.332 -0.050
H 1.855 2.840 0.677
P -0.439 -2.618 0.650
H 1.860 -2.801 1.123
H 1.227 -4.348 0.609
C -0.702 -3.094 2.458
C -1.401 -3.841 -0.445
C -1.345 3.709 -1.070
C -0.782 3.613 1.866
C -0.729 2.555 2.946
H -1.855 3.841 1.802
C 0.012 4.870 2.196
H 1.092 4.704 2.381
H -0.437 5.342 3.092
H -0.084 5.590 1.374
H -1.124 1.589 2.619
H -1.354 2.823 3.800
H 0.280 2.344 3.279
H -0.926 3.334 -2.011
C -1.090 5.217 -0.971
C -2.857 3.471 -1.097
H -0.037 5.499 -1.065
H -1.479 5.599 -0.020
H -1.636 5.724 -1.780
H -3.144 2.581 -1.663
H -3.360 4.325 -1.579
H -3.263 3.357 -0.087
H -0.986 -3.640 -1.444
C -2.914 -3.620 -0.514
C -1.163 -5.319 -0.097
H -0.114 -5.630 -0.137
H -1.706 -5.939 -0.825
H -1.572 -5.553 0.895
H -3.196 -2.842 -1.229
H -3.339 -3.336 0.456
H -3.401 -4.553 -0.843
C -0.281 -1.938 3.317
C -0.103 -4.434 2.926
H -1.795 -3.178 2.522
H 0.979 -4.415 3.054
H -0.318 -5.269 2.259
H -0.535 -4.690 3.895
H 0.773 -1.668 3.244
H -0.504 -2.142 4.367
H -0.827 -1.021 3.085
C -3.737 -0.174 -1.528
H -4.844 -0.160 -1.534
H -3.242 -0.920 -2.162
H -3.268 0.741 -1.893
O 0.982 -0.735 5.424
Cl 0.680 0.719 5.273
O -0.764 0.877 4.882
O 1.512 1.271 4.126
O 1.573 -0.009 0.855
```

Atom charges from the Löwdin analysis, given in e for atoms 1 to 2:
1 Tc 1.177
2 C -0.086


DFT (wB97M-V/def2-TZVPD) results for a structure of composition C24H50FeN3O2PSb.

Computed properties:
net charge: 0
2S+1: 6
lowest unoccupied orbital energy (alpha / beta): 0.7 / 0.7 eV
orbital gap (alpha / beta): 0.2838 / 0.2965 Eh
HOMO (alpha / beta): -6.980 / -7.330 eV
energy relative to the best compared isomer or geometry (same formula, charge and spin): 0.0 kcal per mole

The geometry in XYZ format:
```
82
C24H50FeN3O2PSb | the Open Molecules 2025 dataset | wB97M-V/def2-TZVPD
Fe 0.514 -0.451 -0.534
C -4.132 -1.442 0.587
C -3.951 -0.519 -0.619
C -5.153 0.390 -0.844
Sb -2.060 0.463 -0.452
C -2.140 1.505 1.430
C -0.941 2.454 1.480
C -3.443 2.205 1.805
C -2.138 2.040 -1.907
C -3.126 3.178 -1.681
C -2.303 1.386 -3.279
H -5.050 -2.029 0.479
H -4.215 -0.881 1.521
H -3.306 -2.144 0.697
H -3.815 -1.143 -1.506
H -5.282 1.120 -0.045
H -6.063 -0.219 -0.881
H -5.087 0.932 -1.786
H -1.963 0.697 2.147
H -1.058 3.284 0.779
H 0.003 1.954 1.242
H -0.838 2.884 2.481
H -3.739 2.954 1.069
H -3.323 2.726 2.762
H -4.274 1.509 1.919
H -1.120 2.434 -1.850
H -4.165 2.847 -1.698
H -3.013 3.918 -2.480
H -2.960 3.697 -0.737
H -3.277 0.899 -3.383
H -1.524 0.646 -3.469
H -2.236 2.142 -4.068
C 4.322 4.044 0.029
N 3.426 3.147 -0.686
C 3.183 3.296 -2.019
C 2.334 2.502 -2.690
C 1.672 1.469 -1.927
O 0.793 0.711 -2.404
N 1.974 1.294 -0.623
C 2.806 2.127 0.050
O 3.033 2.058 1.254
H 4.687 4.790 -0.674
H 5.162 3.492 0.447
H 3.800 4.535 0.847
H 3.719 4.106 -2.498
H 2.137 2.625 -3.743
C -0.855 -2.515 2.368
C 0.664 -2.569 2.258
P 1.353 -0.966 1.720
C 3.152 -1.258 1.544
C 3.753 -2.405 2.354
C 1.164 0.141 3.161
C 1.844 -0.288 4.460
H -1.271 -3.490 2.627
H -1.289 -2.215 1.413
H -1.186 -1.804 3.130
H 0.952 -3.283 1.483
H 1.117 -2.897 3.196
H 3.627 -0.302 1.770
H 3.314 -1.432 0.478
H 3.605 -2.284 3.428
H 4.828 -2.463 2.175
H 3.325 -3.368 2.069
H 0.090 0.280 3.311
H 1.556 1.104 2.826
H 1.559 -1.296 4.767
H 1.576 0.389 5.272
H 2.930 -0.263 4.361
C 1.230 -4.414 -1.531
C 1.093 -3.040 -2.193
C -0.070 -3.055 -3.188
C 2.390 -2.685 -2.926
N 0.829 -2.054 -1.182
H 1.433 -5.189 -2.276
H 0.310 -4.672 -1.001
H 2.050 -4.406 -0.809
H 0.079 -3.816 -3.960
H -0.156 -2.079 -3.672
H -1.006 -3.264 -2.665
H 2.605 -3.400 -3.727
H 3.229 -2.687 -2.226
H 2.306 -1.686 -3.358
```

Atom charges from the Löwdin analysis, given in e for atoms 1 to 2:
1 Fe 0.396
2 C -0.152


no.,E (eV)
1,-238585.44720
2,-95457.87865
3,-84478.16846